ORCA calculation (ωB97M-V/def2-TZVPD) on C24H56CuN9O11 as an isolated structure at a distorted geometry.

Values from the calculation:
HOMO-LUMO gap (spin up / spin down) ... 8.38 / 3.27 eV
Charge ... +1
Multiplicity ... 2
ΔE to the lowest compared entry with this formula, charge and spin ... 29.1 kcal per mole

CARTESIAN COORDINATES (ANGSTROEM)
1 Cu -0.935923 -1.285489 3.867117
2 O -1.566372 2.279819 -2.525822
3 O 1.132506 -0.464114 4.060691
4 O 2.922646 0.754678 -3.814326
5 O -1.316189 0.932858 4.190263
6 O 4.527380 -3.895052 0.484981
7 O 0.057495 -1.349933 -0.325944
8 O -0.099458 0.692451 0.350689
9 O -1.881008 -3.342703 2.965581
10 O -3.508399 -0.992974 -5.278051
11 O -0.525917 -0.953430 1.709093
12 O -5.826275 1.501352 1.134899
13 N 2.846135 -1.344709 2.993646
14 N -4.014858 2.825878 1.017326
15 N -0.275267 2.228680 2.685359
16 N -1.649586 -4.005536 0.839991
17 N 2.282211 -0.196848 -1.855286
18 N -0.187131 -0.518250 0.581739
19 N -2.933990 0.057766 -3.352263
20 N 4.654907 -2.910270 -1.546362
21 N 0.376315 2.795972 -1.608046
22 C 0.555176 3.342709 2.300135
23 C -3.209178 1.945364 0.195128
24 C -5.788964 3.462174 2.553716
25 C -0.278286 3.911696 -3.715618
26 C 4.257996 -1.533966 2.681875
27 C -3.091135 -5.285101 2.330804
28 C 2.577270 -4.003645 -0.939974
29 C 4.005128 -3.631931 -0.580327
30 C -1.840407 -4.877542 -0.302881
31 C 6.065720 -2.622911 -1.391684
32 C -0.666089 3.089466 4.976861
33 C 3.064018 0.847349 4.227739
34 C -0.772558 1.995806 3.939560
35 C 2.114657 0.119564 -3.141997
36 C -0.512105 2.927821 -2.592411
37 C 2.345506 -0.391444 3.798224
38 C 0.822219 -0.368039 -3.769718
39 C 1.794570 3.169147 -1.681573
40 C -3.069264 1.318484 -5.382972
41 C -2.152560 -4.141476 2.064643
42 C 3.374064 0.215580 -0.997495
43 C -5.215803 2.499561 1.487142
44 C -3.191122 0.038475 -4.609417
45 C -3.029123 -1.055626 -2.385542
46 H -3.973004 -0.969895 -1.845269
47 H -1.325153 3.916398 4.706909
48 H 4.397329 -2.112165 1.769218
49 H -2.349268 2.487300 -0.187973
50 H 0.504340 -1.342822 -3.398397
51 H -0.020223 4.250194 2.064572
52 H -3.458063 -5.217652 3.351845
53 H 3.586284 1.255272 3.357601
54 H 0.991742 -0.374834 -4.843193
55 H 0.951013 3.087665 1.316013
56 H 1.920448 4.249437 -1.600041
57 H 3.906759 0.658817 4.898692
58 H -1.203197 4.434740 -3.943407
59 H -2.668832 -4.405072 -0.841240
60 H 1.466913 -0.587067 -1.397373
61 H -2.868670 1.147163 0.857442
62 H 6.691069 -3.511046 -1.268621
63 H 3.997451 -0.636430 -0.715079
64 H -1.002833 -3.227959 0.743731
65 H -3.964873 -5.356839 1.683426
66 H 4.744995 -2.101486 3.475310
67 H -3.210424 2.202458 -4.764289
68 H 0.044223 0.352611 -3.501155
69 H 4.079287 0.866285 -1.511145
70 H 4.691186 -0.550690 2.500623
71 H -3.780671 1.584666 -0.658324
72 H -2.183208 -1.032590 -1.703050
73 H 6.448180 -2.094269 -2.260886
74 H -0.562549 1.565125 1.980455
75 H 2.287322 2.660793 -0.858132
76 H 2.535382 -5.090807 -0.862639
77 H 0.341484 3.512063 4.946989
78 H -6.386648 2.862023 3.235296
79 H 2.314683 -3.778248 -1.974105
80 H -3.772015 1.289702 -6.215682
81 H -0.869043 2.744893 5.984484
82 H 0.115572 2.177055 -0.846355
83 H 3.023339 0.657732 -0.064969
84 H -0.985777 -4.992770 -0.963874
85 H 2.218027 2.852251 -2.634708
86 H 0.021304 3.345251 -4.601841
87 H 1.263973 3.652324 3.063625
88 H -2.077899 1.455066 -5.819260
89 H -3.631282 3.705147 1.316745
90 H -6.456719 4.196716 2.100713
91 H -3.106179 -2.041646 -2.843189
92 H 4.157831 -2.859462 -2.417163
93 H -2.578126 0.900290 -2.892069
94 H -2.534820 -6.221828 2.247064
95 H 2.360453 1.510206 4.714446
96 H -5.048812 4.042291 3.105171
97 H 6.249168 -2.082649 -0.462528
98 H 0.535037 4.611874 -3.536481
99 H 1.912327 -3.475627 -0.258860
100 H -2.190306 -5.881341 -0.068358
101 H 2.212520 -2.070273 2.699793

Cartesian forces (eV/Å) of the 6 atoms listed first:
0.3 0.3 -0.5
-0.7 -0.1 -0.5
0.0 0.0 0.7
-0.2 -0.1 0.3
-0.7 -0.9 0.4
-0.1 -0.2 0.2